DFT (wB97M-V/def2-TZVPD) results for a cluster of 2 separate species, C5H16NS in total.

Atoms and positions in Å:
C -0.228 2.560 -1.722
C -1.109 1.473 -1.123
C -0.930 1.348 0.389
S -1.714 -0.131 1.058
H -0.393 2.678 -2.789
H 0.841 2.392 -1.576
H -0.436 3.535 -1.275
H -2.152 1.696 -1.349
H -0.887 0.527 -1.638
H -1.356 2.248 0.828
H 0.138 1.358 0.623
H -1.192 0.001 2.283
C 2.588 -1.295 1.063
C 2.145 -2.032 -0.170
N 0.723 -1.658 -0.560
H 3.602 -1.610 1.313
H 2.634 -0.211 0.945
H 1.979 -1.515 1.941
H 2.731 -1.749 -1.042
H 2.180 -3.107 -0.021
H 0.010 -1.827 0.165
H 0.494 -2.115 -1.443
H 0.671 -0.639 -0.662

## Properties
HOMO energy in Eh: -0.48119
Total charge: +1
Energy relative to the best compared isomer or geometry (same formula, charge and spin) in kJ/mol: 38.2
Gap between HOMO and LUMO in hartree: 0.361
Lowest unoccupied orbital energy in eV: -3.3

Atom charges from the Mulliken analysis, given in e for atoms 1 to 5: atom 1 (C): -1.229, atom 2 (C): -0.363, atom 3 (C): -0.657, atom 4 (S): -0.285, atom 5 (H): 0.365

DFT (wB97M-V/def2-TZVPD) results for a cluster of 3 separate species, C5H16O2 in total in a non-equilibrium geometry.

Atoms and positions in Å:
C -2.305 -0.619 1.400
C -2.016 0.367 0.213
C -0.935 1.573 0.281
C -0.740 2.257 -1.043
C 0.457 1.223 0.994
H -2.305 -1.731 1.252
H -1.637 -0.442 2.366
H -3.441 -0.370 1.803
H -1.715 -0.410 -0.474
H -2.952 0.887 -0.083
H -1.458 2.303 0.902
H -0.412 1.735 -2.017
H 0.023 3.074 -1.033
H -1.714 2.780 -1.212
H 0.187 0.810 1.953
H 1.167 1.991 1.178
H 0.876 0.550 0.332
H 0.370 -3.882 -1.162
H 0.540 -3.025 -0.018
O 1.043 -3.763 -0.531
H 2.768 -0.519 -0.927
H 4.221 0.338 -0.647
O 3.797 -0.349 -1.130

## Properties
HOMO energy (alpha / beta) in Eh: -0.51431 / -0.51428
Total charge: +1
Energy relative to the best compared isomer or geometry (same formula, charge and spin) in kJ/mol: 258.9
Gap between HOMO and LUMO (alpha / beta) in hartree: 0.393 / 0.118
Lowest unoccupied orbital energy (alpha / beta) in eV: -3.3 / -10.8
2S+1: 2

Atom charges from the Mulliken analysis, given in e for atoms 1 to 5: atom 1 (C): -0.979, atom 2 (C): -0.296, atom 3 (C): 0.691, atom 4 (C): -1.234, atom 5 (C): -1.317

DFT (wB97M-V/def2-TZVPD) results for a cluster of 4 separate species, C5H16O3 in total in a non-equilibrium geometry.

Atoms and positions in Å:
C 0.366 -1.481 1.158
O 1.012 -2.034 0.206
C 0.788 -0.007 1.674
C 1.386 0.876 0.553
C 0.288 1.341 -0.404
C -0.895 2.188 0.051
H 0.313 -2.115 2.055
H -0.750 -1.308 0.822
H 1.027 -0.466 -2.701
H 1.493 -0.077 2.506
H -0.154 0.318 2.121
H 1.998 0.152 0.026
H 1.986 1.713 0.911
H -0.117 0.433 -0.827
H 0.769 1.823 -1.263
H -0.614 3.140 0.498
H -1.585 2.284 -0.778
H -1.462 1.606 0.786
H 0.168 -2.164 -1.263
H -1.178 -1.528 -1.068
O -0.624 -1.934 -1.753
H 1.324 -0.476 -3.376
H -3.220 -1.328 0.046
O -2.320 -0.957 0.020

## Properties
HOMO energy in Eh: -0.38243
Energy relative to the best compared isomer or geometry (same formula, charge and spin) in kJ/mol: 697.7
Gap between HOMO and LUMO in hartree: 0.218
Lowest unoccupied orbital energy in eV: -4.5

Atom charges from the Mulliken analysis, given in e for atoms 1 to 5: atom 1 (C): 0.373, atom 2 (O): -0.437, atom 3 (C): -0.850, atom 4 (C): -0.451, atom 5 (C): 0.000

DFT (wB97M-V/def2-TZVPD) results for a structure of composition C5H17B11Br6N2O4ScSe in a non-equilibrium geometry.

Atoms and positions in Å:
Sc -1.137 0.573 1.362
Br 1.511 1.439 0.992
B 2.025 -0.471 0.619
B 2.616 -1.558 1.736
C 1.982 -3.198 1.079
B 0.856 -1.880 1.037
B 0.885 -3.008 -0.229
B 2.696 -3.614 -0.379
B 3.606 -2.767 0.849
B 3.632 -1.023 0.396
Br 5.325 -0.134 0.663
B 3.674 -2.310 -0.922
Br 5.294 -2.827 -1.987
B 2.045 -2.463 -1.461
Br 1.591 -3.316 -3.164
B 0.938 -1.359 -0.547
Br -0.484 -0.330 -1.678
B 2.572 -0.819 -1.104
Br 2.941 0.344 -2.624
H 2.787 -1.250 2.851
H 1.716 -4.061 1.749
H -0.197 -1.761 1.789
H -0.045 -3.843 -0.356
H 3.178 -4.647 -0.476
H 4.576 -3.170 1.453
N -1.563 2.592 -2.113
C -1.221 3.609 -1.081
C -2.028 3.386 0.165
N -2.563 2.051 0.304
C -3.399 1.601 -0.833
C -3.064 2.319 -2.145
H -1.013 1.696 -1.949
H -1.258 2.818 -3.040
H -1.422 4.684 -1.439
H -0.182 3.611 -0.830
H -2.783 4.197 0.267
H -1.320 3.623 1.008
H -3.218 1.962 1.107
H -4.466 1.816 -0.650
H -3.384 0.465 -0.930
H -3.614 3.268 -2.250
H -3.283 1.730 -3.040
O -1.744 1.445 2.978
Se -3.060 0.367 3.307
O -3.199 -0.159 4.806
O -2.478 -0.699 2.159
O -4.324 1.068 2.551

## Properties
HOMO energy (alpha / beta) in Eh: -0.66119 / -0.66118
Total charge: +3
Gap between HOMO and LUMO (alpha / beta) in hartree: 0.131 / 0.124
Lowest unoccupied orbital energy (alpha / beta) in eV: -14.4 / -14.6

Atom charges from the Mulliken analysis, given in e for atoms 1 to 5: atom 1 (Sc): 0.390, atom 2 (Br): -0.259, atom 3 (B): 1.007, atom 4 (B): 0.509, atom 5 (C): -0.081

DFT (wB97M-V/def2-TZVPD) results for a cluster of 3 separate species, C5H17N2O in total in a non-equilibrium geometry.

Atoms and positions in Å:
N -1.818 1.255 2.209
C -1.754 -0.152 1.603
C -1.651 0.348 0.196
N 0.346 -0.178 -0.818
C 0.572 -1.560 -0.528
C 2.022 -2.017 -0.754
C 0.265 0.224 -2.191
H 1.606 3.123 0.328
H -0.961 1.371 2.741
H -2.603 1.272 2.857
H -2.640 -0.776 1.747
H -0.893 -0.715 1.983
H -1.944 -0.301 -0.635
H -1.832 1.366 -0.100
H 0.288 -1.892 0.470
H -0.009 -2.158 -1.240
H 2.139 -3.094 -0.625
H 2.695 -1.461 -0.098
H 2.349 -1.838 -1.782
H -0.361 -0.430 -2.795
H -0.075 1.264 -2.257
H 1.238 0.368 -2.698
H 1.191 2.846 1.794
H 0.850 0.514 -0.283
O 0.983 2.622 0.876

## Properties
HOMO energy (alpha / beta) in Eh: -0.20275 / -0.30060
Energy relative to the best compared isomer or geometry (same formula, charge and spin) in kJ/mol: 170.4
Gap between HOMO and LUMO (alpha / beta) in hartree: 0.225 / 0.322
Lowest unoccupied orbital energy (alpha / beta) in eV: 0.6 / 0.6
2S+1: 2

Atom charges from the Mulliken analysis, given in e for atoms 1 to 5: atom 1 (N): -0.556, atom 2 (C): -0.183, atom 3 (C): -0.867, atom 4 (N): 0.058, atom 5 (C): -0.342

DFT (wB97M-V/def2-TZVPD) results for a cluster of 2 separate species, C5H17N2O in total in a non-equilibrium geometry.

Atoms and positions in Å:
N 0.836 -0.753 -1.094
C 0.527 0.794 -0.777
C 0.699 1.627 -2.008
C -0.891 0.777 -0.192
N -0.878 -0.083 1.012
C -2.175 0.077 1.866
C -2.392 1.492 2.327
H 1.729 -0.913 -0.621
H 0.001 -1.281 -0.854
H 1.072 -0.820 -2.081
H 1.315 1.030 -0.007
H 0.729 2.679 -1.805
H -0.135 1.481 -2.699
H 1.625 1.520 -2.590
H -1.190 1.801 0.064
H -1.630 0.243 -0.837
H -0.180 0.294 1.645
H -2.974 -0.540 1.406
H -1.878 -0.602 2.686
H -3.032 1.917 1.547
H -1.471 2.014 2.568
H -3.177 1.658 3.077
H 3.517 -4.138 -0.434
H 4.195 -3.130 -1.282
O 3.374 -3.251 -0.786

## Properties
HOMO energy in Eh: -0.48633
Total charge: +1
Energy relative to the best compared isomer or geometry (same formula, charge and spin) in kJ/mol: 151.6
Gap between HOMO and LUMO in hartree: 0.379
Lowest unoccupied orbital energy in eV: -2.9

Atom charges from the Mulliken analysis, given in e for atoms 1 to 5: atom 1 (N): -0.248, atom 2 (C): 0.481, atom 3 (C): -1.599, atom 4 (C): -0.972, atom 5 (N): -0.403